## w
77
Properties=species:S:1:pos:R:3 method="wB97M-V/def2-TZVPD" spin_multiplicity=3 homo_lumo_gap_ha="0.20219 / 0.24285" lumo_ha="0.090 / 0.090" total_charge=-1
C -1.639 -1.979 -3.643
C -1.157 -2.907 -2.582
H -1.386 -2.333 -4.651
H -1.260 -0.950 -3.523
H -2.738 -1.914 -3.581
C -0.742 -4.163 -2.794
C -0.570 -4.814 -4.126
H -0.554 -4.828 -1.948
H -0.758 -4.149 -4.980
H -1.245 -5.682 -4.200
H 0.457 -5.202 -4.209
Pd 0.128 0.237 -0.094
Cl -2.121 0.194 0.608
Cl -0.074 1.400 -2.101
H 0.640 4.714 3.193
H -1.604 5.521 1.939
C 0.981 4.367 2.214
C -1.114 5.111 1.048
N -0.177 4.041 1.396
H 1.608 3.480 2.314
C -0.300 2.827 0.896
O 0.589 1.949 1.085
H -1.868 4.674 0.382
H -1.196 2.575 0.319
H 1.539 5.176 1.737
H -0.607 5.936 0.527
H 1.585 -1.513 -3.345
H 2.266 -3.522 -1.713
C 2.434 -0.929 -2.961
C 3.178 -2.900 -1.665
N 2.863 -1.478 -1.675
H 2.136 0.119 -2.852
C 2.615 -0.850 -0.528
O 2.240 0.358 -0.466
H 3.710 -3.129 -0.731
H 2.716 -1.441 0.395
H 3.276 -1.030 -3.657
H 3.821 -3.127 -2.526
O 0.055 -1.461 -1.276
C -1.040 -2.273 -1.210
C 0.182 -3.651 0.607
C -0.998 -3.263 -0.020
H 1.084 -3.063 0.414
C 0.176 -4.768 1.456
H -1.916 -1.638 -1.025
C -2.215 -3.817 0.393
H 1.131 -5.138 1.829
C -1.032 -5.380 1.792
C -2.245 -4.872 1.310
H -3.132 -3.400 -0.036
H -1.041 -6.242 2.452
H -3.201 -5.285 1.648
Si -0.319 4.002 -4.657
Cl -0.463 2.017 -5.287
C 1.507 4.354 -4.500
C -1.449 4.204 -3.193
C -0.929 5.179 -6.018
H 2.055 3.543 -4.017
H 1.682 5.265 -3.919
H 1.937 4.510 -5.498
H -0.250 5.176 -6.883
H -0.951 6.199 -5.600
H -1.942 4.926 -6.357
H -1.262 3.467 -2.406
H -2.497 4.095 -3.504
H -1.344 5.199 -2.750
C 1.025 -0.736 4.860
N 0.179 -0.014 3.894
C -1.069 0.622 4.315
C 0.365 -0.330 2.659
N 0.658 -0.862 1.645
H 0.618 -0.505 5.848
H 2.072 -0.394 4.763
H 1.010 -1.831 4.672
H -1.099 1.650 3.932
H -1.940 0.091 3.895
H -1.071 0.589 5.410

## x
77
Properties=species:S:1:pos:R:3 method="wB97M-V/def2-TZVPD" spin_multiplicity=3 homo_lumo_gap_ha="0.21094 / 0.12117" lumo_ha="0.082 / -0.008" total_charge=-1
C -1.862 -2.706 -4.666
C -1.310 -2.999 -3.301
H -1.537 -3.485 -5.367
H -1.522 -1.723 -5.013
H -2.962 -2.704 -4.640
C -0.885 -4.219 -2.934
C -0.845 -5.430 -3.810
H -0.581 -4.408 -1.905
H -0.105 -5.353 -4.615
H -1.820 -5.660 -4.253
H -0.560 -6.281 -3.186
Pd 0.476 0.400 1.940
Cl -3.054 0.117 4.230
Cl 0.478 4.740 -2.254
H 1.188 5.983 4.070
H -1.146 6.216 3.898
C 1.311 5.284 3.236
C -1.115 5.706 2.926
N 0.001 4.774 2.873
H 1.956 4.449 3.516
C -0.150 3.514 2.420
O 0.806 2.707 2.393
H -2.044 5.154 2.774
H -1.172 3.255 2.084
H 1.758 5.831 2.393
H -1.048 6.482 2.151
H 2.045 -0.455 -2.726
H 3.000 -3.420 -1.605
C 3.056 -0.591 -2.303
C 3.656 -2.686 -1.115
N 3.013 -1.372 -1.072
H 3.532 0.386 -2.117
C 2.466 -0.860 0.055
O 1.891 0.250 0.092
H 3.877 -3.029 -0.101
H 2.569 -1.499 0.948
H 3.674 -1.154 -3.012
H 4.575 -2.605 -1.707
O -0.601 -0.733 -2.880
C -1.273 -1.772 -2.327
C 0.278 -2.651 -0.474
C -0.981 -2.207 -0.872
H 1.069 -2.627 -1.220
C 0.492 -3.140 0.820
H -2.347 -1.461 -2.292
C -2.029 -2.267 0.049
H 1.480 -3.502 1.124
C -0.549 -3.157 1.741
C -1.815 -2.720 1.349
H -3.018 -1.929 -0.271
H -0.390 -3.485 2.771
H -2.629 -2.669 2.070
Si -0.397 2.986 -3.039
Cl -1.651 0.637 1.281
C 0.617 1.605 -2.396
C -2.087 2.907 -2.221
C -0.423 3.440 -4.875
H 0.921 1.756 -1.349
H 1.523 1.493 -3.000
H 0.014 0.666 -2.433
H 0.410 2.968 -5.410
H -0.311 4.526 -5.008
H -1.354 3.151 -5.377
H -1.955 2.904 -1.131
H -2.593 1.977 -2.505
H -2.721 3.755 -2.512
C 0.709 -1.076 6.240
N 0.137 -0.245 5.184
C -0.794 0.785 5.519
C 0.470 -0.483 3.925
N 0.990 -1.179 3.076
H -0.046 -1.250 7.015
H 1.585 -0.598 6.697
H 1.009 -2.036 5.820
H -0.425 1.791 5.309
H -1.724 0.579 4.785
H -1.198 0.651 6.524

Relative to the most stable structure, the computed energies are w 0.0; x 361.8, all in kJ/mol.

## w
12
Properties=species:S:1:pos:R:3 method="wB97M-V/def2-TZVPD" spin_multiplicity=1 homo_lumo_gap_ha=0.38033 lumo_ha=0.008 smiles="C=C(CF)CCl"
C -0.809 -1.293 0.653
C 0.135 -0.521 -0.027
C -0.105 0.186 -1.280
F 0.915 0.467 -2.090
C 0.820 0.661 0.787
Cl -0.317 1.936 1.264
H -1.780 -1.870 0.081
H -0.437 -1.470 1.679
H -0.695 1.016 -1.030
H -0.583 -0.627 -1.912
H 1.525 1.158 0.153
H 1.330 0.358 1.722

## x
12
Properties=species:S:1:pos:R:3 method="wB97M-V/def2-TZVPD" spin_multiplicity=1 homo_lumo_gap_ha=0.42752 lumo_ha=0.038 smiles=F[C@H]1C[C@@H](Cl)C1
F 2.134 -0.170 -0.758
C 1.131 0.028 0.065
C 0.069 1.046 -0.142
C -0.922 0.056 0.443
Cl -2.502 -0.083 -0.497
C -0.008 -1.007 0.043
H 1.539 0.034 1.101
H 0.087 2.048 0.129
H -0.050 1.133 -1.232
H -1.258 0.236 1.455
H -0.027 -2.134 0.419
H -0.192 -1.187 -1.025

## y
12
Properties=species:S:1:pos:R:3 method="wB97M-V/def2-TZVPD" spin_multiplicity=1 homo_lumo_gap_ha=0.41249 lumo_ha=0.035 smiles=FCC1(Cl)CC1
F 0.123 -2.120 -1.043
C 0.746 -0.937 -0.830
C -0.246 0.051 -0.368
Cl -1.420 0.366 -1.648
C 0.156 1.174 0.503
C -0.769 0.141 1.025
H 1.490 -1.093 -0.047
H 1.281 -0.690 -1.757
H -0.207 2.193 0.316
H 1.132 1.166 0.954
H -1.845 0.370 1.123
H -0.442 -0.622 1.774

Relative to the most stable structure, the computed energies are w 183.1; x 39.2; y 0.0, all in kJ/mol.

## w
19
Properties=species:S:1:pos:R:3 method="wB97M-V/def2-TZVPD" spin_multiplicity=1 homo_lumo_gap_ha=0.32288 lumo_ha=0.031
C 2.403 -0.382 -1.392
C 1.782 0.587 -0.440
C -0.831 1.545 1.086
C -0.639 -0.951 0.715
C -1.127 0.729 -1.124
C -0.430 0.433 0.103
S 3.051 -0.286 0.324
H 1.905 -1.293 -1.584
H 2.997 0.114 -2.137
H 1.828 1.623 -0.675
H -1.523 2.153 0.602
H -0.027 2.219 1.417
H -1.298 1.156 2.023
H 0.408 -1.390 0.860
H -1.157 -0.929 1.686
H -1.222 -1.585 0.095
H -0.599 1.614 -1.448
H -2.233 0.731 -1.132
H -0.856 -0.130 -1.921

## x
19
Properties=species:S:1:pos:R:3 method="wB97M-V/def2-TZVPD" spin_multiplicity=1 homo_lumo_gap_ha=0.33131 lumo_ha=0.034
C -1.019 -1.052 1.629
C -0.898 -0.226 0.583
C -1.860 0.276 -0.375
C 1.067 1.936 0.617
C 1.288 -1.524 -1.722
C 0.907 0.507 0.111
S 1.194 0.294 -1.621
H -0.220 -1.487 2.217
H -2.081 -1.367 1.773
H -1.390 0.276 -1.405
H -2.708 -0.347 -0.231
H -2.080 1.441 -0.182
H 0.574 2.731 -0.027
H 0.623 2.050 1.568
H 2.121 2.319 0.546
H 1.849 -1.750 -2.662
H 0.163 -1.848 -1.862
H 1.737 -1.764 -0.846
H 1.553 -0.276 0.708

Relative to the most stable structure, the computed energies are w 78.2; x 0.0, all in kJ/mol.

## w
8
Properties=species:S:1:pos:R:3 method="wB97M-V/def2-TZVPD" spin_multiplicity=1 homo_lumo_gap_ha=0.36901 lumo_ha=0.014 smiles=Nc1nnno1
N 1.343 -0.059 -0.015
C 0.034 -0.113 -0.157
N -0.512 1.145 -0.044
N -1.802 0.733 -0.032
N -2.000 -0.467 0.050
O -0.842 -1.105 -0.118
H 2.062 0.812 -0.097
H 1.716 -0.946 0.413

## x
8
Properties=species:S:1:pos:R:3 method="wB97M-V/def2-TZVPD" spin_multiplicity=1 homo_lumo_gap_ha=0.36085 lumo_ha=-0.007 smiles=Oc1nnn[nH]1
O 0.603 1.566 -0.055
C 0.032 0.526 -0.039
N -1.259 0.459 -0.206
N -1.771 -0.779 0.001
N -0.793 -1.614 0.127
N 0.400 -0.714 -0.029
H 1.551 1.524 -0.487
H 1.237 -0.967 0.686

## y
8
Properties=species:S:1:pos:R:3 method="wB97M-V/def2-TZVPD" spin_multiplicity=1 homo_lumo_gap_ha=0.33029 lumo_ha=-0.008
N 1.448 0.012 -0.048
C 0.172 -0.059 -0.362
N -0.760 -0.205 -1.285
O -1.946 -0.112 -0.520
N -1.703 0.079 0.765
N -0.453 0.110 0.871
H 2.169 -0.061 -0.750
H 0.726 0.195 1.279

Relative to the most stable structure, the computed energies are w 0.0; x 9.7; y 209.1, all in kJ/mol.

## w
13
Properties=species:S:1:pos:R:3 method="wB97M-V/def2-TZVPD" spin_multiplicity=1 homo_lumo_gap_ha=0.31768 lumo_ha=-0.192 total_charge=+1 smiles=NN1CC[PH]#[N+]1
N 1.543 1.316 0.054
N 0.394 0.743 -0.210
C 0.524 -0.704 -0.559
C -0.824 -1.158 0.152
P -2.081 0.244 -0.088
N -0.728 1.229 0.101
H 2.465 1.158 -0.433
H 1.508 2.257 0.472
H 1.272 -1.266 -0.108
H 0.465 -1.015 -1.632
H -1.241 -2.081 -0.350
H -0.650 -1.262 1.316
H -2.647 0.540 1.287

## x
13
Properties=species:S:1:pos:R:3 method="wB97M-V/def2-TZVPD" spin_multiplicity=1 homo_lumo_gap_ha=0.32862 lumo_ha=-0.200 total_charge=+1 smiles="N#[PH]CCN=[NH2+]"
N 1.531 -0.026 1.266
P 2.036 0.162 -0.109
C 0.498 0.273 -1.205
C -0.618 -0.014 -0.251
N -0.322 0.506 1.055
N -0.814 -0.204 2.032
H 3.240 -0.133 -0.931
H 0.637 -0.309 -2.056
H 0.278 1.335 -1.651
H -1.632 0.569 -0.667
H -0.793 -1.038 -0.335
H -0.796 -1.199 1.887
H -0.740 0.196 2.959

Relative to the most stable structure, the computed energies are w 0.0; x 212.2, all in kJ/mol.